Record 1
Computed, not measured: the ion C4H10NO2 with charge -1, with ωB97M-V/def2-TZVPD.

Structure (XYZ):
```
17
Properties=species:S:1:pos:R:3
O -1.034 0.035 -2.680
O -0.407 0.528 2.518
N -1.478 0.376 0.001
C 0.734 -0.044 2.067
C 0.129 -0.010 -1.850
C 0.965 0.134 0.537
C -0.196 -0.261 -0.369
H -0.405 -1.337 -0.289
H -1.326 0.702 1.002
H 1.858 -0.386 0.143
H 0.762 -1.133 2.280
H -1.757 -0.138 -2.067
H 0.639 0.958 -1.961
H 1.269 1.164 0.300
H -2.233 -0.273 0.115
H 0.835 -0.729 -2.280
H 1.647 0.413 2.535
```

As for the SMILES: N[C@@H](CO)CC[O-]. The charge is -1. For the energy above the lowest of the compared OMol25 structures with the same formula, charge and spin, the calculation gives 62.3 kcal/mol. The HOMO energy is -2.778 eV.

Atomic partial charges in e from the Mulliken method, atoms 1 to 5: number 1, O, carries -0.535; number 2, O, carries -0.919; number 3, N, carries -0.865; number 4, C, carries -0.353; number 5, C, carries -0.646



Record 2
Computed, not measured: a cluster of 2 separate species, C6H14BNO3 in total, with ωB97M-V/def2-TZVPD.

Structure (XYZ):
```
25
Properties=species:S:1:pos:R:3
O 2.475 0.715 0.876
O -2.562 0.115 0.902
O -1.772 -2.094 1.506
N 0.234 1.042 0.994
C -0.114 -0.268 1.187
C 1.530 1.475 0.892
C 0.654 -2.254 -1.218
C -0.208 0.066 -1.936
C -0.423 -1.233 -1.245
C 1.663 2.982 0.858
B -1.543 -0.785 1.163
H -2.687 -2.373 1.474
H -0.158 -0.071 -3.023
H 0.730 0.524 -1.617
H 1.630 -1.793 -1.091
H 0.736 -0.909 1.361
H -1.435 -1.615 -1.259
H -1.027 0.752 -1.724
H -0.527 1.704 0.932
H 1.564 3.363 1.873
H 0.661 -2.823 -2.155
H 2.647 3.251 0.484
H -3.447 -0.249 0.936
H 0.483 -2.960 -0.409
H 0.895 3.438 0.237
```

The spin multiplicity is 3. The HOMO energy (spin up / spin down) is -5.996 / -9.952 eV.

Atomic partial charges in e from the Mulliken method, atoms 1 to 5: number 1, O, carries -0.608; number 2, O, carries -0.625; number 3, O, carries -0.563; number 4, N, carries 0.033; number 5, C, carries -0.771



Record 3
Computed, not measured: a structure of composition C30H34Br2N10OS4Sr, with ωB97M-V/def2-TZVPD.

Structure (XYZ):
```
82
Properties=species:S:1:pos:R:3
Sr 0.867 1.632 0.255
Br 2.133 -0.561 7.083
Br 7.817 0.596 1.906
S 0.874 3.332 -4.639
S 0.923 6.711 0.747
S -2.095 1.540 0.587
S 0.903 -1.237 -0.742
O -3.829 -1.077 -1.491
N -3.151 2.916 2.607
N 1.073 4.701 2.552
N 1.420 1.226 2.863
N -1.703 -1.634 -1.008
N -0.332 -2.845 -2.451
N -3.639 0.686 2.569
N 0.987 4.200 0.254
N 3.328 1.213 0.955
N 0.968 2.677 -2.160
N 0.938 0.837 -3.628
C 5.607 1.159 0.223
C -4.511 -4.810 -3.405
C 1.840 0.168 5.388
C 0.897 4.068 -2.217
C 2.638 0.787 3.223
C 1.622 -4.397 -2.276
C 1.020 5.068 1.235
C -3.010 1.723 2.013
C 4.254 1.335 0.003
C 0.851 6.200 -0.896
C -2.675 4.179 2.058
C 0.901 4.853 -0.974
C 0.950 2.168 -3.372
C 0.946 -3.270 -3.043
C 0.844 4.589 -3.461
C 3.721 0.905 2.198
C 2.880 0.242 4.475
C -4.002 -5.897 -2.706
C -3.658 -0.663 2.016
C -3.136 -5.705 -1.637
C 0.585 0.632 5.031
C 0.822 -5.692 -2.276
C -2.759 -4.421 -1.277
C -0.463 -1.973 -1.469
C -2.998 -1.944 -1.518
C 6.008 0.845 1.511
C -4.165 -3.522 -3.031
C 5.057 0.721 2.515
C 0.430 1.143 3.757
C -3.281 -3.329 -1.972
H -4.285 -6.901 -2.994
H -1.654 4.066 1.705
H 1.148 0.506 -4.552
H 3.853 -0.139 4.746
H -0.150 -5.563 -1.799
H -2.079 -4.262 -0.448
H -1.715 -0.811 -0.408
H 0.649 -6.051 -3.293
H 1.471 3.794 2.746
H 0.716 -3.578 -4.063
H -2.695 4.920 2.853
H -4.069 -0.662 1.006
H 6.319 1.269 -0.581
H -2.651 -1.080 2.001
H -3.302 4.514 1.231
H -3.834 2.983 3.348
H -4.581 -2.663 -3.541
H 0.784 6.920 -1.694
H -1.166 -3.322 -2.770
H 1.349 -6.477 -1.735
H -4.271 0.872 3.334
H -4.281 -1.277 2.661
H -0.540 1.503 3.429
H -0.248 0.592 5.717
H 5.378 0.495 3.520
H -5.190 -4.968 -4.233
H 3.899 1.589 -0.992
H 0.792 5.622 -3.758
H 1.592 -2.396 -3.090
H -2.753 -6.554 -1.088
H 1.079 0.192 -2.860
H 1.816 -4.058 -1.256
H 2.599 -4.563 -2.736
H 1.324 5.409 3.224
```

The charge is +2. For the energy above the lowest of the compared OMol25 structures with the same formula, charge and spin, the calculation gives 9.3 kcal/mol. The HOMO energy is -12.521 eV.

Atomic partial charges in e from the Mulliken method, atoms 1 to 5: number 1, Sr, carries 2.000; number 2, Br, carries -0.088; number 3, Br, carries -0.090; number 4, S, carries -0.176; number 5, S, carries -0.175



Record 4
Computed, not measured: the molecule HNO2S, with ωB97M-V/def2-TZVPD.

Structure (XYZ):
```
5
Properties=species:S:1:pos:R:3
S -0.229 -0.508 -0.075
O 0.381 1.017 -0.442
O -1.238 -0.934 -1.042
N 0.141 -0.990 1.204
H 0.945 1.415 0.355
```

As for the SMILES: N#S(=O)O. For the energy above the lowest of the compared OMol25 structures with the same formula, charge and spin, the calculation gives 38.1 kcal/mol. The HOMO energy is -11.073 eV.

Now the Mulliken charges, all in e: number 1, S, carries 0.801; number 2, O, carries -0.450; number 3, O, carries -0.419; number 4, N, carries -0.338; number 5, H, carries 0.406



Record 5
Computed, not measured: the molecule C6H7N2O2P, with ωB97M-V/def2-TZVPD.

Structure (XYZ):
```
18
Properties=species:S:1:pos:R:3
P 0.924 -1.374 2.721
O -0.736 -0.713 -0.846
O 1.269 2.785 -0.984
N 2.217 0.976 -0.221
N -0.154 1.392 0.049
C 2.095 -0.103 0.431
C 0.727 -2.119 1.262
C 1.107 1.744 -0.435
C -0.482 0.005 0.331
C -1.965 -0.238 -1.513
C 0.796 -0.669 0.919
H 0.120 -2.951 0.960
H 2.908 -0.640 0.841
H -2.370 0.463 -0.633
H -2.656 -1.006 -1.808
H -1.669 0.437 -2.276
H -1.348 -0.092 1.050
H -0.781 2.103 0.151
```

As for the SMILES: CO[C@@H]1NC(=O)N=C[C@]12C=P2. For the energy above the lowest of the compared OMol25 structures with the same formula, charge and spin, the calculation gives 15.5 kcal/mol. The HOMO energy is -9.287 eV.

Atomic partial charges in e from the Mulliken method, atoms 1 to 5: number 1, P, carries -0.025; number 2, O, carries -0.370; number 3, O, carries -0.571; number 4, N, carries -0.576; number 5, N, carries -0.123



Record 6
Computed, not measured: a cluster of 2 separate species, Cl2O3S2 in total, with ωB97M-V/def2-TZVPD.

Structure (XYZ):
```
7
Properties=species:S:1:pos:R:3
Cl 1.646 -1.264 -0.541
Cl -1.283 -1.785 0.643
S -1.288 0.208 0.050
S 1.766 0.758 -0.231
O -1.049 0.179 -1.339
O -2.434 0.848 0.542
O 2.641 1.056 0.875
```

For the energy above the lowest of the compared OMol25 structures with the same formula, charge and spin, the calculation gives 38.1 kcal/mol. The HOMO energy (spin up / spin down) is -9.690 / -10.712 eV.

Atomic partial charges in e from the Mulliken method, atoms 1 to 5: number 1, Cl, carries -0.109; number 2, Cl, carries -0.106; number 3, S, carries 0.812; number 4, S, carries 0.506; number 5, O, carries -0.359



Record 7
Computed, not measured: a cluster of 4 separate species, C3H12N3O in total, with ωB97M-V/def2-TZVPD.

Structure (XYZ):
```
19
Properties=species:S:1:pos:R:3
O -0.088 0.912 -2.762
N 2.391 0.888 -1.667
N 1.028 -0.201 -0.138
N 3.148 0.467 0.506
C -1.206 2.631 -0.299
C 2.182 0.416 -0.448
C -1.324 1.647 0.610
H -6.214 -9.218 5.623
H -0.196 0.672 -3.688
H -5.876 -9.723 5.198
H -0.967 0.641 0.416
H 2.835 0.174 1.414
H -0.780 2.425 -1.281
H 3.393 0.943 -1.878
H -1.804 1.831 1.566
H 0.859 0.969 -2.579
H 3.733 1.282 0.511
H -1.564 3.632 -0.110
H 0.449 -0.388 -0.993
```

The charge is +1. For the energy above the lowest of the compared OMol25 structures with the same formula, charge and spin, the calculation gives 203.2 kcal/mol. The HOMO energy is -14.151 eV.

Atomic partial charges in e from the Mulliken method, atoms 1 to 5: number 1, O, carries -0.670; number 2, N, carries -0.402; number 3, N, carries -0.363; number 4, N, carries -0.447; number 5, C, carries -0.244



In order of appearance, calculated total energy = -9894.74453, -14758.28651, -232866.70954, -16432.95048, -22695.94167, -52855.12712, -9810.00221 eV.
In order of appearance, maximum force = 0.033, 0.036, 0.007, 0.064, 0.093, 0.044, 0.031 hartree/bohr.